[1]
DFT (ωB97M-V/def2-TZVPD) results for an isolated ion of composition C9H16N and charge +1 at a distorted geometry.

SMILES: C[C@@H]1C=CC=C1[N+](C)(C)C
Strongest force on any atom, eV/Å: 4.08
HOMO, hartree: -0.458
Kohn-Sham gap, Ha: 0.3360
2S+1: 1
E, hartree: -406.921803
Charge: +1

XYZ file:
```
26
Properties=species:S:1:pos:R:3:nbo_charge:R:1
C 1.655 -1.723 0.604 -0.62
C 1.455 -0.641 -0.451 -0.26
C 2.625 0.264 -0.538 -0.13
C 2.324 1.473 0.064 -0.23
C 0.924 1.623 0.360 -0.22
C 0.265 0.442 0.161 0.15
N -1.190 0.148 -0.070 -0.26
C -1.414 -0.710 -1.180 -0.44
C -1.947 1.530 -0.211 -0.38
C -1.767 -0.558 1.146 -0.41
H 2.682 -1.977 0.794 0.24
H 1.063 -2.613 0.415 0.22
H 1.324 -1.319 1.511 0.22
H 0.965 -1.003 -1.460 0.24
H 3.496 -0.006 -1.040 0.24
H 3.006 2.264 0.285 0.24
H 0.556 2.597 0.641 0.24
H -2.441 -0.878 -1.345 0.24
H -0.863 -0.439 -2.145 0.25
H -1.098 -1.750 -1.005 0.24
H -1.683 2.084 0.689 0.24
H -1.292 2.046 -0.889 0.23
H -2.924 1.430 -0.560 0.24
H -2.828 -0.515 1.187 0.23
H -1.608 -1.687 0.986 0.24
H -1.287 -0.081 2.051 0.25
```



[2]
DFT (ωB97M-V/def2-TZVPD) results for a 3-piece molecular cluster, C18H42F3N2O10P overall.

SMILES: CCOCCOCCOCO[P@@](=O)(O)OC[C@@H](O)C(F)(F)F.COC[C@@H](C)N.COC[C@@H](C)N
Strongest force on any atom, eV/Å: 0.36
HOMO, hartree: -0.341
Kohn-Sham gap, Ha: 0.3537
2S+1: 1
E, hartree: -2213.941965

XYZ file:
```
76
Properties=species:S:1:pos:R:3:lowdin_charge:R:1
C 4.423 -2.513 -1.741 -0.08
C 3.600 -1.654 -2.701 -0.27
O 2.884 -0.620 -2.050 -0.16
C 1.798 -1.107 -1.279 -0.18
C 1.292 0.002 -0.359 -0.17
O -0.012 0.462 -0.652 -0.13
C -0.089 1.386 -1.724 -0.17
C -0.783 0.806 -2.948 -0.16
O -2.145 1.223 -2.968 -0.09
C -3.009 0.228 -3.402 -0.26
O -4.275 0.870 -3.503 -0.12
P -5.459 0.203 -4.313 0.34
O -5.457 0.305 -5.762 -0.22
O -5.392 -1.284 -3.722 -0.09
O -6.721 0.905 -3.664 -0.14
C -7.004 0.795 -2.271 -0.15
C -8.409 0.243 -2.125 -0.25
O -8.466 -1.136 -2.411 0.03
C -8.916 0.489 -0.701 -0.58
F -9.915 -0.327 -0.368 0.16
F -9.361 1.755 -0.592 0.14
F -7.940 0.337 0.216 0.15
H 3.888 -3.399 -1.399 0.07
H 4.704 -1.919 -0.869 0.08
H 5.342 -2.846 -2.226 0.07
H 2.904 -2.283 -3.273 0.12
H 4.250 -1.156 -3.419 0.12
H 0.995 -1.448 -1.945 0.12
H 2.108 -1.970 -0.678 0.10
H 1.266 -0.352 0.672 0.12
H 2.012 0.826 -0.400 0.12
H -0.671 2.244 -1.379 0.13
H 0.912 1.735 -1.995 0.13
H -0.296 1.126 -3.874 0.13
H -0.716 -0.285 -2.891 0.12
H -2.717 -0.164 -4.384 0.14
H -3.082 -0.581 -2.668 0.14
H -6.001 -1.875 -4.186 0.10
H -6.278 0.158 -1.767 0.13
H -6.951 1.794 -1.836 0.15
H -9.067 0.812 -2.786 0.17
H -8.956 -1.268 -3.227 0.11
C 0.974 -3.534 2.321 -0.10
O 2.181 -3.191 1.667 -0.21
C 3.090 -2.410 2.420 -0.21
C 4.002 -3.212 3.354 -0.43
C 3.306 -3.728 4.608 -0.07
N 4.664 -4.330 2.680 0.04
H 0.644 -2.730 2.987 0.09
H 1.066 -4.456 2.899 0.08
H 0.219 -3.684 1.550 0.09
H 3.717 -1.903 1.682 0.12
H 2.545 -1.637 2.980 0.12
H 4.788 -2.518 3.672 0.14
H 2.671 -4.587 4.384 0.07
H 4.046 -4.055 5.337 0.08
H 2.687 -2.955 5.067 0.08
H 5.241 -3.984 1.920 0.07
H 3.953 -4.904 2.236 0.07
C 1.576 2.336 3.133 -0.10
O 2.226 2.559 1.898 -0.20
C 2.171 3.883 1.405 -0.21
C 3.247 4.820 1.966 -0.44
C 2.986 5.274 3.398 -0.07
N 4.594 4.255 1.881 0.04
H 0.680 2.957 3.226 0.09
H 2.231 2.530 3.986 0.08
H 1.279 1.288 3.157 0.08
H 2.323 3.796 0.325 0.12
H 1.168 4.301 1.566 0.12
H 3.231 5.710 1.327 0.14
H 3.211 4.481 4.112 0.06
H 3.628 6.120 3.642 0.08
H 1.947 5.577 3.537 0.08
H 4.832 4.071 0.912 0.07
H 4.587 3.344 2.332 0.07
```



[3]
DFT (ωB97M-V/def2-TZVPD) results for an isolated ion of composition C6H12N3O and charge +1 at a distorted geometry.

SMILES: C=C1C[C@H](OC)N([NH3+])C=N1
Strongest force on any atom, eV/Å: 4.11
HOMO, hartree: -0.454
Kohn-Sham gap, Ha: 0.3235
2S+1: 1
E, hartree: -474.922794
Charge: +1

XYZ file:
```
22
Properties=species:S:1:pos:R:3:nbo_charge:R:1
C -3.109 1.423 0.073 -0.32
C -2.080 0.644 -0.072 0.09
C -0.734 0.936 -0.842 -0.51
C 0.245 0.507 0.169 0.29
O 1.602 0.600 -0.272 -0.56
C 2.825 0.689 0.596 -0.24
N 0.066 -1.202 0.255 -0.34
N 1.179 -1.827 -0.404 -0.55
C -1.271 -1.537 0.363 0.23
N -2.230 -0.644 0.403 -0.41
H -3.950 1.011 0.597 0.23
H -3.375 2.358 -0.354 0.22
H -0.652 0.270 -1.779 0.22
H -0.700 1.955 -1.197 0.27
H -0.040 0.852 1.160 0.23
H 2.685 1.167 1.491 0.21
H 3.539 1.184 -0.022 0.23
H 3.302 -0.340 0.715 0.18
H 0.993 -2.155 -1.377 0.43
H 1.501 -2.516 0.267 0.45
H 1.644 -0.886 -0.453 0.46
H -1.443 -2.490 0.683 0.19
```